(1)
This record from the Open Molecules 2025 dataset describes 2 unconnected molecules or ions with the total composition C4H14N2O. The level of theory is ωB97M-V with the def2-TZVPD basis set.

Its relative energy (zero: lowest compared OMol25 entry of this formula, charge and spin) is 2.452 eV. Its multiplicity is 1. The HOMO-LUMO gap comes out at 9.7 eV. The total energy comes out at -345.4861 a.u. Its total charge is 0. Its SMILES is NCCCCN.O. For the HOMO energy, the calculation gives -9.0 eV.

Atoms and positions in Å:
1 O 1.60 -2.92 1.52
2 N -0.58 -1.65 -2.33
3 N -0.18 1.30 2.39
4 C -0.62 0.38 -0.84
5 C -0.37 2.04 1.11
6 C 0.24 1.43 -0.21
7 C 0.24 -0.82 -1.40
8 H -0.93 -1.21 -3.20
9 H 0.72 0.78 2.52
10 H 1.53 -2.08 1.05
11 H 0.51 2.14 -0.96
12 H -1.08 0.84 -1.80
13 H 0.50 -1.49 -0.61
14 H 0.76 -3.13 1.70
15 H -1.46 -0.11 -0.42
16 H 1.27 1.03 0.09
17 H -1.26 -2.05 -1.82
18 H 1.26 -0.40 -1.85
19 H 0.10 3.05 1.27
20 H -1.44 2.31 1.15
21 H -0.82 0.57 2.62

(2)
This record from the Open Molecules 2025 dataset describes 2 unconnected molecules or ions with the total composition C3H3F2O2S. The level of theory is ωB97M-V with the def2-TZVPD basis set.

Its relative energy (zero: lowest compared OMol25 entry of this formula, charge and spin) is 0.327 eV. Its multiplicity is 3. Its expectation value of S² is 2.007. The HOMO-LUMO gap (alpha / beta) comes out at 5.5 / 7.2 eV. The total energy comes out at -864.4550 a.u. Its total charge is -1. For the HOMO energy (alpha / beta), the calculation gives -1.8 / -4.3 eV.

Atoms and positions in Å:
1 S -1.08 1.97 0.27
2 F 2.15 1.07 -0.10
3 F 2.15 -1.10 0.28
4 O -0.93 -1.83 0.57
5 O -1.67 -0.40 -1.08
6 C 1.43 -0.05 -0.20
7 C -0.63 0.45 0.81
8 C -1.11 -0.73 0.10
9 H 1.30 -0.20 -1.35
10 H -1.63 0.62 -0.94
11 H 0.01 0.20 1.64

(3)
This record from the Open Molecules 2025 dataset describes a molecular structure, C20H54AsF6O19S7. The level of theory is ωB97M-V with the def2-TZVPD basis set.

Its relative energy (zero: lowest compared OMol25 entry of this formula, charge and spin) is 0.000 eV. Its multiplicity is 1. The HOMO-LUMO gap comes out at 8.9 eV. The total energy comes out at -7846.3816 a.u. Its total charge is -1. For the HOMO energy, the calculation gives -7.1 eV.

Atoms and positions in Å:
1 As 0.64 0.64 -0.24
2 S 4.77 0.06 4.30
3 S -2.23 -2.27 -4.67
4 S -2.48 0.85 3.74
5 S 2.12 -4.70 2.67
6 S 1.44 2.63 -6.07
7 S 4.13 4.25 1.86
8 S -6.88 -0.35 -0.36
9 F -0.75 0.81 0.77
10 F 0.87 2.35 -0.01
11 F -0.32 0.94 -1.66
12 F 0.45 -1.07 -0.35
13 F 2.01 0.57 -1.31
14 F 1.64 0.33 1.15
15 O 2.80 2.74 -5.25
16 O 4.43 1.44 4.27
17 O -3.57 -1.77 -4.77
18 O 4.24 -0.64 5.66
19 O -8.08 -0.60 -1.09
20 O 3.30 -5.48 2.61
21 O 3.17 3.58 2.95
22 O 0.51 1.92 -5.27
23 O -1.96 2.14 4.32
24 O 6.12 -0.38 4.20
25 O -1.60 -2.21 -6.13
26 O 3.64 5.56 1.55
27 O -6.01 0.68 -1.21
28 O 5.46 4.05 2.30
29 O 2.12 -3.46 3.37
30 O 0.98 -5.69 3.22
31 O -2.02 -3.57 -4.14
32 O -6.01 -1.38 0.10
33 O 1.12 3.90 -6.63
34 C -0.37 -5.20 3.30
35 C -1.92 -1.04 -6.89
36 C -0.81 -5.00 4.76
37 C -3.80 0.92 -2.31
38 C 3.66 3.25 0.45
39 C -5.15 0.21 -2.26
40 C 1.51 -4.45 0.99
41 C 3.83 -0.91 3.10
42 C -3.94 0.27 4.64
43 C 1.78 3.86 2.83
44 C -1.31 -1.09 -8.25
45 C 0.97 2.66 3.27
46 C -1.12 -1.11 -3.84
47 C 2.18 -1.49 6.54
48 C -3.29 1.53 2.28
49 C 2.09 1.62 -7.42
50 C 4.41 2.14 -3.60
51 C 2.95 -0.27 6.13
52 C 3.10 1.76 -4.23
53 C -7.21 0.65 1.07
54 H 2.42 0.32 5.36
55 H -4.17 2.03 2.68
56 H 4.40 -1.83 3.17
57 H -3.90 1.99 -2.12
58 H -3.55 0.86 -3.38
59 H 1.30 1.82 2.65
60 H -1.66 -4.33 4.82
61 H -3.00 -1.00 -7.01
62 H -3.67 0.24 5.70
63 H -5.61 0.43 -3.23
64 H 3.01 0.52 6.90
65 H 4.46 3.13 -0.28
66 H 2.24 -2.26 5.78
67 H 2.89 3.69 -0.19
68 H -5.04 -0.88 -2.29
69 H -0.73 -0.26 -4.39
70 H -0.11 2.75 3.20
71 H 2.45 -1.87 7.53
72 H 4.28 3.14 -3.18
73 H -1.62 -0.21 -8.82
74 H -7.48 1.67 0.81
75 H -0.45 -4.21 2.80
76 H 4.69 1.42 -2.83
77 H 3.94 -0.38 2.16
78 H 1.21 2.41 4.31
79 H -1.62 -0.14 -6.36
80 H 1.49 4.77 3.36
81 H 2.30 -4.06 0.35
82 H 0.64 -3.82 0.94
83 H -4.02 -0.75 4.29
84 H -1.09 -5.78 2.72
85 H 1.46 4.08 1.80
86 H 1.29 -5.46 0.65
87 H -7.99 0.15 1.64
88 H -1.54 -0.78 -2.89
89 H 0.04 -4.62 5.33
90 H 1.25 1.23 -7.98
91 H 2.60 0.76 -6.98
92 H -6.29 0.61 1.63
93 H -0.25 -1.74 -3.64
94 H 2.78 2.27 -7.94
95 H 3.16 0.78 -4.72
96 H -1.06 -5.97 5.19
97 H 2.77 -0.96 3.31
98 H -4.79 0.92 4.45
99 H -2.63 2.22 1.77
100 H 2.28 1.68 -3.52
101 H 3.27 2.36 0.93
102 H 1.11 -1.28 6.70
103 H 5.25 2.09 -4.29
104 H -0.22 -1.08 -8.36
105 H -3.00 0.41 -1.79
106 H -1.55 -2.02 -8.78
107 H -3.53 0.71 1.60